1.
# C6H14CsN2O6S

A structure of composition C6H14CsN2O6S in a non-equilibrium geometry (ωB97M-V/def2-TZVPD, OMol25).

XYZ file:
```
30
Properties=species:S:1:pos:R:3:forces:R:3
Cs 1.81678 1.23067 0.57260 5.2 -3.7 3.6
S 0.72338 3.71974 -0.17970 -1.5 6.0 -1.3
O -0.27581 3.72588 -1.26690 0.0 -0.5 0.8
O 0.30511 2.87807 0.95378 -2.9 1.5 1.6
O 1.98587 3.21679 -0.63445 3.3 -1.5 -3.2
O 1.13505 5.05617 0.26316 -1.7 0.9 0.9
C -0.89089 -2.03322 -1.71752 0.0 1.5 -0.2
C 0.18219 -0.95237 -1.72391 1.1 -2.1 -1.2
O -0.07303 0.21537 -1.72435 3.4 1.3 -5.5
N 1.43650 -1.43514 -1.70477 1.0 1.3 0.4
C 2.67087 -0.57988 -1.55487 0.3 -3.7 -1.4
H -0.85812 -2.56462 -0.76639 0.2 -0.6 -0.4
H -0.72111 -2.52724 -2.67419 -0.4 -0.8 0.4
H -1.81848 -1.46124 -1.74017 -0.2 -0.4 -0.2
H 1.61762 -2.42097 -1.58056 -0.4 0.3 0.0
H 2.91712 0.07881 -2.38768 -0.8 0.5 0.4
H 3.25773 -1.47081 -1.77832 1.7 0.6 0.3
H 2.90061 -0.24391 -0.54371 0.2 -0.8 -1.4
C -1.73551 -1.36246 3.32014 -0.1 1.0 -0.4
C -1.04807 -0.77086 2.06723 0.0 -0.9 -0.4
O 0.06868 -1.17188 1.73984 0.4 -0.4 0.3
N -1.68355 0.08725 1.25063 -1.4 0.1 2.0
C -1.05450 0.55955 0.05295 -1.6 0.1 2.0
H -1.45481 -0.74287 4.17186 -0.1 0.1 0.1
H -1.42916 -2.38004 3.56261 0.2 0.1 -0.5
H -2.81873 -1.33202 3.20268 0.0 0.0 0.1
H -2.52017 0.56047 1.56085 0.1 -0.2 0.2
H -0.07771 0.96274 0.32021 -3.3 -0.7 -0.7
H -1.63266 1.38232 -0.36763 0.1 -0.1 0.0
H -0.92510 -0.22424 -0.69339 -2.8 1.0 3.7
```
Positions in Å, forces in eV/Å.

Calculated values
Total charge   -1
E_LUMO   1.87 eV
Energy relative to the best compared isomer or geometry (same formula, charge and spin)   719.5 kJ/mol
Energy   -33093.44815 eV

Löwdin atomic charges, in units of e: number 1, Cs, carries 1.84; number 2, S, carries 0.06; number 3, O, carries -0.39; number 4, O, carries -0.76; number 5, O, carries -0.72; number 6, O, carries -0.41; number 7, C, carries 0.03; number 8, C, carries -0.59; number 9, O, carries 0.00; number 10, N, carries 0.03; number 11, C, carries -0.15; number 12, H, carries 0.09; number 13, H, carries 0.09; number 14, H, carries 0.09; number 15, H, carries 0.13; number 16, H, carries 0.10; number 17, H, carries 0.07; number 18, H, carries -0.12; number 19, C, carries 0.00; number 20, C, carries -0.53; number 21, O, carries -0.05; number 22, N, carries 0.05; number 23, C, carries -0.19; number 24, H, carries 0.07; number 25, H, carries 0.07; number 26, H, carries 0.06; number 27, H, carries 0.14; number 28, H, carries -0.15; number 29, H, carries 0.13; number 30, H, carries 0.00

2.
# C6H14F3InN3O6S2

A structure of composition C6H14F3InN3O6S2 in a non-equilibrium geometry (ωB97M-V/def2-TZVPD, OMol25).

XYZ file:
```
35
Properties=species:S:1:pos:R:3:forces:R:3
In 0.33201 0.52910 -0.00021 0.0 0.4 -0.1
F 2.47586 2.38872 0.89185 -0.7 -0.6 -0.3
N -0.87255 0.81023 -2.51934 4.1 -3.3 -2.5
S -2.10206 1.60905 -2.81626 -6.3 6.0 2.9
O -3.28833 0.91147 -3.29350 1.9 1.0 0.3
O -1.85326 3.00871 -3.16850 -0.7 -2.5 -0.1
F -2.36466 1.76537 -1.19509 -0.5 0.2 -0.3
S -0.50922 0.45111 -4.11085 3.1 -3.2 -2.1
O -0.12511 1.58556 -4.89715 -0.3 -0.7 0.9
O -1.32125 -0.58705 -4.70137 0.6 1.4 1.0
F 0.91253 -0.36848 -3.87093 -1.3 1.1 0.5
C -3.48737 -0.72640 2.82949 -0.2 -0.3 -1.8
C -3.50364 -0.49599 1.29201 3.1 2.3 -0.6
O -2.41044 -0.34011 0.62955 -2.5 -0.9 1.4
N -4.71485 -0.25275 0.78409 0.2 -0.9 0.6
C -5.10413 0.28706 -0.49795 -0.6 0.5 0.0
H -4.18880 -1.55725 2.90559 0.3 -0.3 0.9
H -3.87901 0.13103 3.37678 0.0 0.0 -0.2
H -2.45903 -0.93018 3.12797 -0.4 -0.3 0.1
H -5.46495 -0.24599 1.46040 0.2 -0.2 0.0
H -4.53963 -0.02373 -1.37706 0.3 0.0 0.5
H -5.10985 1.36917 -0.36718 0.2 0.1 -0.6
H -6.14634 -0.00664 -0.62305 0.0 -0.1 -0.3
C 4.73585 -2.28371 1.22541 -0.2 0.0 -0.1
C 3.92137 -1.01029 1.22647 -0.9 1.0 -0.1
O 2.68877 -0.99236 0.99728 0.9 -0.5 0.1
N 4.53830 0.17086 1.45628 0.9 -0.7 -0.2
C 5.99898 0.36844 1.58795 -0.6 0.3 -0.4
H 4.41056 -2.94830 2.02578 -0.2 0.0 -0.1
H 5.81541 -2.16911 1.32286 -0.2 0.3 0.0
H 4.53033 -2.75230 0.26297 0.0 -0.2 0.1
H 3.93819 0.95435 1.24151 0.1 0.3 0.2
H 6.55465 0.17490 0.67041 -0.2 -0.4 -0.2
H 6.41464 -0.25680 2.37815 -0.1 0.3 0.1
H 6.17701 1.43221 1.74547 -0.1 -0.2 0.5
```
Positions in Å, forces in eV/Å.

Calculated values
E_LUMO (alpha / beta)   -0.79 / -5.26 eV
2S+1   2
Energy   -58196.71344 eV

Löwdin atomic charges, in units of e: number 1, In, carries 1.27; number 2, F, carries -0.27; number 3, N, carries -0.39; number 4, S, carries 0.45; number 5, O, carries -0.27; number 6, O, carries -0.27; number 7, F, carries -0.28; number 8, S, carries 0.57; number 9, O, carries -0.25; number 10, O, carries -0.26; number 11, F, carries -0.23; number 12, C, carries 0.01; number 13, C, carries -0.46; number 14, O, carries -0.15; number 15, N, carries 0.01; number 16, C, carries -0.04; number 17, H, carries 0.08; number 18, H, carries 0.08; number 19, H, carries 0.08; number 20, H, carries 0.14; number 21, H, carries 0.08; number 22, H, carries 0.10; number 23, H, carries 0.09; number 24, C, carries 0.01; number 25, C, carries -0.51; number 26, O, carries -0.14; number 27, N, carries 0.03; number 28, C, carries -0.06; number 29, H, carries 0.09; number 30, H, carries 0.07; number 31, H, carries 0.09; number 32, H, carries 0.09; number 33, H, carries 0.08; number 34, H, carries 0.08; number 35, H, carries 0.09

3.
# C6H14IN2

The ion C6H14IN2 with charge +1 in a non-equilibrium geometry (ωB97M-V/def2-TZVPD, OMol25).

XYZ file:
```
23
Properties=species:S:1:pos:R:3:forces:R:3
C -0.19448 2.85039 -0.59695 0.0 0.0 -0.1
N -0.00194 1.46672 -0.20263 0.1 0.0 -0.1
C 0.49040 0.60069 -1.24832 0.1 -0.1 0.4
C 1.08611 -0.63212 -0.57973 0.4 0.7 -0.7
N 0.04320 -1.39248 0.16525 -0.2 -0.2 -0.2
C 0.63433 -2.61344 0.74558 0.3 -0.9 0.3
C -0.61104 -0.52247 1.16981 -1.7 2.2 -0.5
I -2.30738 -1.50996 2.08328 0.5 0.3 -0.3
C -1.13784 0.87325 0.42731 0.8 -2.1 1.2
H -0.46826 3.43045 0.28008 0.0 0.1 0.0
H 0.74697 3.23554 -0.98297 0.0 0.1 0.0
H -0.96925 2.96847 -1.36290 0.0 0.1 0.0
H 1.27979 1.11155 -1.79945 0.0 -0.1 0.0
H -0.29442 0.30385 -1.96760 0.0 0.1 0.0
H 1.54054 -1.29019 -1.31997 -0.1 -0.2 0.1
H 1.84301 -0.31110 0.13775 -0.1 -0.2 0.0
H -0.68334 -1.67022 -0.50805 0.1 0.0 0.1
H 1.31849 -2.33848 1.54673 0.0 0.1 0.0
H -0.13258 -3.27381 1.14692 -0.1 0.2 -0.1
H 1.19163 -3.14876 -0.02225 -0.1 0.1 0.0
H 0.11082 -0.25591 1.93908 0.0 -0.2 -0.1
H -1.95423 0.59832 -0.26121 0.0 0.0 0.0
H -1.53052 1.51971 1.21024 0.0 -0.1 0.0
```
Positions in Å, forces in eV/Å.

Calculated values
Total charge   +1
E_LUMO   -3.33 eV
Energy relative to the best compared isomer or geometry (same formula, charge and spin)   0.0 kJ/mol
Energy   -17523.06048 eV

Löwdin atomic charges, in units of e: number 1, C, carries -0.06; number 2, N, carries -0.25; number 3, C, carries -0.17; number 4, C, carries -0.09; number 5, N, carries -0.21; number 6, C, carries -0.03; number 7, C, carries -0.62; number 8, I, carries 0.95; number 9, C, carries -0.20; number 10, H, carries 0.09; number 11, H, carries 0.09; number 12, H, carries 0.10; number 13, H, carries 0.14; number 14, H, carries 0.14; number 15, H, carries 0.14; number 16, H, carries 0.15; number 17, H, carries 0.18; number 18, H, carries 0.12; number 19, H, carries 0.06; number 20, H, carries 0.11; number 21, H, carries 0.10; number 22, H, carries 0.12; number 23, H, carries 0.12

4.
# C6H14KN2O6P

A structure of composition C6H14KN2O6P in a non-equilibrium geometry (ωB97M-V/def2-TZVPD, OMol25).

XYZ file:
```
30
Properties=species:S:1:pos:R:3:forces:R:3
K -0.16412 -1.74859 2.15463 0.2 0.5 0.7
P -0.31591 0.70508 4.14305 -0.3 -3.4 1.5
O 0.44950 1.90240 3.71345 3.2 2.6 -4.2
O 0.56030 -0.46764 4.68036 -1.2 0.2 -1.6
O -1.48633 0.25584 3.22970 0.9 -0.2 0.0
O -0.64811 1.67629 5.27875 -2.7 0.4 3.3
C 2.79440 0.29185 0.33445 -0.3 -2.2 1.2
O 2.18963 -0.38528 1.14581 0.0 -0.4 0.0
N 2.32926 1.38644 -0.20722 -2.9 0.9 -1.1
C 3.05295 1.88979 -1.32894 0.3 1.3 -0.8
C 0.86242 1.83395 0.06967 2.2 0.8 -1.1
H 3.77475 -0.02731 -0.05188 0.2 0.2 0.2
H 2.79451 1.65821 -2.36223 -0.9 -1.0 0.0
H 4.08901 1.55598 -1.27201 0.1 0.5 0.3
H 2.92262 2.97089 -1.37739 0.7 0.3 0.5
H 0.63622 1.80976 1.13567 0.1 0.1 0.1
H 0.90339 2.82128 -0.39034 -0.1 0.6 0.8
H 0.05990 1.42369 -0.54331 0.5 -1.2 0.0
C -1.71134 -3.08320 -0.98494 0.1 0.1 0.7
O -1.29147 -3.32527 0.15207 -0.6 0.4 -1.3
N -2.16158 -1.88672 -1.42868 0.2 0.5 -1.7
C -2.19370 -0.71209 -0.62965 -0.7 0.0 1.7
C -2.19300 -1.47350 -2.85323 -0.3 -0.6 0.4
H -1.82363 -3.86566 -1.75133 0.2 -0.1 0.0
H -3.05822 -0.11952 -0.92894 0.2 0.2 0.0
H -1.28373 -0.11792 -0.71337 0.0 0.0 0.3
H -2.42499 -1.03784 0.38451 0.5 0.5 0.3
H -2.77107 -2.19224 -3.43404 0.5 -0.1 -0.3
H -2.69527 -0.51046 -2.94476 -0.4 -0.2 0.3
H -1.19625 -1.22830 -3.21993 0.2 -0.6 -0.2
```
Positions in Å, forces in eV/Å.

Calculated values
Total charge   -1
E_LUMO (alpha / beta)   1.84 / 1.84 eV
2S+1   2
Energy relative to the best compared isomer or geometry (same formula, charge and spin)   23.1 kJ/mol
Energy   -47329.91221 eV

Löwdin atomic charges, in units of e: number 1, K, carries 0.80; number 2, P, carries -0.18; number 3, O, carries -0.31; number 4, O, carries -0.50; number 5, O, carries -0.54; number 6, O, carries -0.27; number 7, C, carries -0.37; number 8, O, carries -0.02; number 9, N, carries -0.14; number 10, C, carries -0.10; number 11, C, carries 0.05; number 12, H, carries 0.13; number 13, H, carries 0.08; number 14, H, carries 0.08; number 15, H, carries 0.08; number 16, H, carries 0.08; number 17, H, carries 0.07; number 18, H, carries 0.06; number 19, C, carries -0.31; number 20, O, carries -0.06; number 21, N, carries -0.19; number 22, C, carries -0.06; number 23, C, carries -0.05; number 24, H, carries 0.14; number 25, H, carries 0.10; number 26, H, carries 0.08; number 27, H, carries 0.09; number 28, H, carries 0.09; number 29, H, carries 0.08; number 30, H, carries 0.09